Model A:
Here is 2 unconnected molecules or ions with the total composition C3H10OS2 from OMol25. Energies are from the ωB97M-V functional and the def2-TZVPD basis.

Geometry as ORCA input:
```
! RIJCOSX wB97M-V def2-TZVPD def2/J DEFGRID3
* xyz 0 1
C 1.514 0.736 -0.560
O 0.980 1.351 -1.727
C 2.930 0.261 -0.764
C 3.435 -0.577 0.400
H 1.523 1.502 0.259
H 0.875 -0.125 -0.289
H 0.129 1.824 -1.594
H 2.946 -0.404 -1.666
H 3.554 1.180 -1.015
H 3.081 -1.620 0.380
H 4.546 -0.633 0.477
H 3.127 -0.124 1.400
S -2.078 -1.098 1.452
S -2.387 0.183 -0.217
H -2.278 -0.127 2.363
H -1.175 -0.165 -0.710
*
```

Properties
SMILES string = CCCO.SS
LUMO energy = 0.01 eV
frontier orbital gap = 0.340 hartree

So, what does the natural (NBO) scheme give us? The charges, in e, come out as: -0.046 -0.744 -0.427 -0.615 0.160 0.147 0.477 0.207 0.210 0.211 0.220 0.201 -0.133 -0.140 0.134 0.138

=====

Model B:
Here is 2 unconnected molecules or ions with the total composition C3H10OS2 from OMol25. Energies are from the ωB97M-V functional and the def2-TZVPD basis.

Geometry as ORCA input:
```
! RIJCOSX wB97M-V def2-TZVPD def2/J DEFGRID3
* xyz 0 1
C 0.474 2.040 -1.016
C 0.814 0.905 -1.986
S 0.411 -0.816 -1.350
S -1.396 -0.794 -0.486
C -1.287 -0.530 1.265
H 0.907 1.812 -0.046
H -0.582 2.135 -0.846
H 0.854 2.957 -1.473
H 0.522 1.155 -3.013
H 1.922 0.861 -2.086
H -1.606 -1.413 1.786
H -0.302 -0.242 1.664
H -1.786 0.381 1.658
H 0.485 -3.356 1.397
H 0.034 -2.581 2.685
O 0.535 -2.514 1.850
*
```

Properties
SMILES string = CCSSC.O
LUMO energy = 0.68 eV
frontier orbital gap = 0.344 hartree

So, what does the natural (NBO) scheme give us? The charges, in e, come out as: -0.623 -0.512 0.078 0.097 -0.791 0.210 0.214 0.214 0.210 0.214 0.216 0.250 0.219 0.478 0.469 -0.943

=====

Model C:
Here is 2 unconnected molecules or ions with the total composition C3H10OS2 from OMol25. Energies are from the ωB97M-V functional and the def2-TZVPD basis.

Geometry as ORCA input:
```
! RIJCOSX wB97M-V def2-TZVPD def2/J DEFGRID3
* xyz 0 1
C -1.191 -0.063 0.183
C -2.569 -0.731 0.456
C -1.226 0.842 -1.037
S 0.043 2.141 -0.989
S -0.167 2.917 -2.898
H -0.879 0.499 1.066
H -0.483 -0.881 0.055
H -3.349 -0.193 -0.079
H -2.808 -0.706 1.510
H -2.563 -1.744 0.084
H -1.185 0.309 -1.984
H -2.170 1.369 -1.028
H 0.855 2.246 -3.436
H 6.546 -1.554 2.690
H 5.511 -2.657 2.913
O 5.635 -1.794 2.494
*
```

Properties
SMILES string = CCCSS.O
LUMO energy = 0.67 eV
frontier orbital gap = 0.354 hartree

So, what does the natural (NBO) scheme give us? The charges, in e, come out as: -0.416 -0.601 -0.523 0.091 -0.139 0.207 0.209 0.201 0.214 0.208 0.220 0.204 0.126 0.468 0.468 -0.936

=====

Model D:
Here is 2 unconnected molecules or ions with the total composition C3H10OS2 from OMol25. Energies are from the ωB97M-V functional and the def2-TZVPD basis.

Geometry as ORCA input:
```
! RIJCOSX wB97M-V def2-TZVPD def2/J DEFGRID3
* xyz 0 1
C 0.817 -2.115 0.236
S -0.654 -2.422 -0.719
S -0.217 -1.982 -2.703
H 1.429 -2.942 -0.169
H 1.345 -1.242 -0.176
H 0.807 -2.007 1.306
H -0.484 -0.741 -2.557
C -0.567 1.295 0.059
O 0.755 1.316 -0.573
C -0.489 1.651 1.525
H -0.967 0.291 -0.105
H -1.222 2.134 -0.367
H 0.623 1.480 -1.532
H 0.001 0.847 2.096
H -1.418 1.919 2.075
H 0.242 2.518 1.603
*
```

Properties
SMILES string = CCO.CSS
LUMO energy = 0.40 eV
frontier orbital gap = 0.341 hartree

So, what does the natural (NBO) scheme give us? The charges, in e, come out as: -0.800 0.081 -0.097 0.225 0.248 0.248 0.101 -0.081 -0.744 -0.641 0.179 0.162 0.471 0.203 0.225 0.220

=====

The structure with the most favorable energy is model C; the runner-up is 8.9 kcal/mol above it.

=====

Model A:
Here is C6H7F in the gas phase from OMol25. Energies are from the ωB97M-V functional and the def2-TZVPD basis.

Geometry as ORCA input:
```
! RIJCOSX wB97M-V def2-TZVPD def2/J DEFGRID3
* xyz 0 1
C -0.648 -0.188 0.226
C 0.513 -0.634 1.136
C 1.724 -0.140 0.345
C 1.403 0.318 -0.882
C -0.057 0.369 -1.030
C -0.738 1.265 0.028
H 0.405 -0.191 2.136
H 0.489 -1.720 1.271
H 2.745 -0.284 0.718
H 2.113 0.635 -1.661
H -0.528 0.191 -2.002
H -1.734 1.655 -0.247
H -0.100 1.973 0.548
F -1.841 -0.910 0.034
*
```

Properties
SMILES string = F[C@@]12CC=C[C@@H]1C2
LUMO energy = 1.16 eV
frontier orbital gap = 0.374 hartree

So, what does the natural (NBO) scheme give us? The charges, in e, come out as: 0.352 -0.470 -0.201 -0.185 -0.303 -0.436 0.223 0.231 0.215 0.223 0.239 0.234 0.225 -0.346

=====

Model B:
Here is C6H7F in the gas phase from OMol25. Energies are from the ωB97M-V functional and the def2-TZVPD basis.

Geometry as ORCA input:
```
! RIJCOSX wB97M-V def2-TZVPD def2/J DEFGRID3
* xyz 0 1
C 1.685 0.476 0.006
C 0.284 0.021 -0.058
C -0.938 0.688 -0.043
C -2.027 -0.296 0.056
C -1.510 -1.532 0.077
C 0.023 -1.452 -0.026
H 2.189 0.127 0.909
H 2.236 0.107 -0.849
H -1.042 1.758 -0.211
H -3.089 -0.054 0.103
H -2.075 -2.473 0.135
H 0.461 -1.975 -0.861
H 0.552 -1.906 0.862
F 1.740 1.888 -0.018
*
```

Properties
SMILES string = FCC1=CC=CC1
LUMO energy = 1.01 eV
frontier orbital gap = 0.346 hartree

So, what does the natural (NBO) scheme give us? The charges, in e, come out as: 0.035 -0.025 -0.229 -0.233 -0.183 -0.491 0.177 0.175 0.228 0.221 0.215 0.243 0.236 -0.369

=====

The structure with the most favorable energy is model B; the runner-up is 8.7 kcal/mol above it.

=====

Model A:
Here is C4H9N3O2 in the gas phase from OMol25. Energies are from the ωB97M-V functional and the def2-TZVPD basis.

Geometry as ORCA input:
```
! RIJCOSX wB97M-V def2-TZVPD def2/J DEFGRID3
* xyz 0 1
C -0.212 -0.543 -0.212
C 0.389 0.073 -1.450
C -0.419 0.479 0.926
N 0.486 -1.732 0.164
N 1.717 0.125 -1.525
N -0.563 1.800 0.522
C -0.292 0.141 2.216
O -1.614 -0.599 -0.453
O -0.441 0.345 -2.353
H -1.591 -0.125 -1.510
H 0.301 -2.462 -0.520
H 0.124 -2.070 1.051
H 2.245 -0.309 -0.789
H 2.166 0.531 -2.329
H -1.069 2.383 1.170
H -0.897 1.946 -0.420
H -0.089 0.899 2.957
H -0.241 -0.882 2.555
*
```

Properties
SMILES string = C=C(N)[C@@](N)(O)C(N)=O
LUMO energy = 0.79 eV
frontier orbital gap = 0.320 hartree

So, what does the natural (NBO) scheme give us? The charges, in e, come out as: 0.215 0.659 0.253 -0.834 -0.769 -0.824 -0.570 -0.753 -0.635 0.496 0.374 0.382 0.431 0.412 0.385 0.383 0.205 0.191

=====

Model B:
Here is C4H9N3O2 in the gas phase from OMol25. Energies are from the ωB97M-V functional and the def2-TZVPD basis.

Geometry as ORCA input:
```
! RIJCOSX wB97M-V def2-TZVPD def2/J DEFGRID3
* xyz 0 1
C -1.606 -0.557 1.325
C -1.478 -0.061 -0.129
C -0.509 1.116 -0.210
C 1.611 -0.194 -0.038
H -1.393 0.187 2.120
H -2.614 -0.896 1.483
H -0.810 -1.318 1.352
H -2.403 0.394 -0.460
H -1.326 -0.983 -2.003
H -2.213 -1.765 -1.070
H 1.336 1.563 -0.902
H 1.637 -2.232 0.366
H 0.084 -1.641 -0.144
N -1.341 -1.249 -1.011
N 0.798 0.781 -0.652
N 1.022 -1.448 0.150
O -0.687 2.267 0.164
O 2.718 0.018 0.356
*
```

Properties
SMILES string = C[C@H](N)C(=O)NC(N)=O
LUMO energy = 0.57 eV
frontier orbital gap = 0.381 hartree

So, what does the natural (NBO) scheme give us? The charges, in e, come out as: -0.623 -0.170 0.698 0.790 0.238 0.216 0.233 0.218 0.377 0.376 0.412 0.405 0.413 -0.845 -0.699 -0.889 -0.546 -0.605

=====

Model C:
Here is C4H9N3O2 in the gas phase from OMol25. Energies are from the ωB97M-V functional and the def2-TZVPD basis.

Geometry as ORCA input:
```
! RIJCOSX wB97M-V def2-TZVPD def2/J DEFGRID3
* xyz 0 1
C 1.616 -0.139 0.064
C 0.357 -2.345 -1.088
N -1.813 1.151 0.235
C -0.523 1.052 0.373
C -0.508 -1.175 -0.662
N 0.173 2.079 0.958
O -2.312 2.350 0.772
N 0.162 -0.088 -0.062
O -1.718 -1.263 -0.860
H -3.266 2.258 0.586
H 0.688 1.791 1.779
H -0.519 2.777 1.232
H 1.885 -0.972 0.721
H 2.063 -0.303 -0.922
H 2.056 0.771 0.475
H -0.282 -3.125 -1.515
H 1.068 -2.042 -1.860
H 0.873 -2.776 -0.226
*
```

Properties
SMILES string = CC(=O)N(C)/C(N)=N/O
LUMO energy = 0.67 eV
frontier orbital gap = 0.333 hartree

So, what does the natural (NBO) scheme give us? The charges, in e, come out as: -0.413 -0.713 -0.210 0.498 0.684 -0.841 -0.615 -0.457 -0.548 0.494 0.374 0.414 0.199 0.207 0.232 0.249 0.224 0.222

=====

Model D:
Here is 2 unconnected molecules or ions with the total composition C4H9N3O2 from OMol25. Energies are from the ωB97M-V functional and the def2-TZVPD basis.

Geometry as ORCA input:
```
! RIJCOSX wB97M-V def2-TZVPD def2/J DEFGRID3
* xyz 0 1
C -1.413 0.040 1.303
N -0.704 1.760 -0.053
N -1.633 0.892 0.325
C 0.988 0.673 -0.516
C 0.495 -0.892 -0.340
N 1.750 1.039 0.597
C -0.240 -1.501 -1.274
O 1.207 -1.563 0.606
O 1.285 1.015 -1.656
H 0.972 -2.502 0.593
H -0.891 2.120 -0.984
H -2.316 0.593 -0.376
H 2.118 1.978 0.553
H 2.246 0.329 1.110
H -0.638 0.270 2.013
H -2.122 -0.758 1.445
H -0.399 -2.570 -1.293
H -0.706 -0.923 -2.053
*
```

Properties
LUMO energy (alpha / beta) = 0.22 / 0.22 eV
frontier orbital gap (alpha / beta) = 0.303 / 0.304 hartree

So, what does the natural (NBO) scheme give us? The charges, in e, come out as: -0.180 -0.564 -0.213 0.644 0.253 -0.896 -0.547 -0.705 -0.653 0.484 0.349 0.392 0.393 0.405 0.226 0.200 0.194 0.218

=====

The structure with the most favorable energy is model B; the runner-up is 22.3 kcal/mol above it.

=====

Model A:
Here is C4H9N3O2 in the gas phase from OMol25. Energies are from the ωB97M-V functional and the def2-TZVPD basis.

Geometry as ORCA input:
```
! RIJCOSX wB97M-V def2-TZVPD def2/J DEFGRID3
* xyz 0 1
C 1.119 -0.073 0.231
N 1.781 -0.808 1.249
O 1.967 0.787 -0.457
O 0.035 0.579 0.807
H 1.902 1.685 -0.109
H 2.616 -1.266 0.912
H 1.768 -0.353 2.151
C -1.109 0.594 -0.015
N -2.245 0.323 0.738
C 0.483 -1.103 -0.864
C -1.133 1.196 -1.219
N -0.174 -2.155 -0.675
H -2.063 0.081 1.701
H -2.979 1.008 0.651
H -0.627 -2.196 0.240
H 0.954 -0.966 -1.834
H -0.226 1.367 -1.767
H -2.066 1.303 -1.740
*
```

Properties
SMILES string = [H]/N=C\[C@@](N)(O)OC(=C)N
LUMO energy = 0.67 eV
frontier orbital gap = 0.338 hartree

So, what does the natural (NBO) scheme give us? The charges, in e, come out as: 0.579 -0.874 -0.736 -0.537 0.489 0.390 0.387 0.477 -0.836 0.101 -0.562 -0.597 0.390 0.390 0.336 0.169 0.222 0.213

=====

Model B:
Here is C4H9N3O2 in the gas phase from OMol25. Energies are from the ωB97M-V functional and the def2-TZVPD basis.

Geometry as ORCA input:
```
! RIJCOSX wB97M-V def2-TZVPD def2/J DEFGRID3
* xyz 0 1
C -0.017 0.114 0.011
C -0.252 0.009 1.542
C 1.460 0.282 -0.346
C -0.437 -1.348 -0.532
N -0.819 1.096 -0.683
N -0.851 -1.298 -1.808
N 0.056 1.356 1.953
O 0.948 1.505 2.771
O -0.326 -2.366 0.107
H -1.777 1.095 -0.350
H -0.439 2.025 -0.545
H -0.946 -0.399 -2.252
H -1.130 -2.142 -2.280
H 0.385 -0.754 1.998
H -1.317 -0.161 1.720
H 1.832 1.235 0.026
H 1.582 0.270 -1.427
H 2.048 -0.518 0.094
*
```

Properties
SMILES string = C[C@](N)(CN=O)C(N)=O
LUMO energy (alpha / beta) = -0.03 / -0.03 eV
frontier orbital gap (alpha / beta) = 0.334 / 0.334 hartree

So, what does the natural (NBO) scheme give us? The charges, in e, come out as: 0.037 -0.338 -0.625 0.674 -0.849 -0.828 0.125 -0.282 -0.621 0.369 0.379 0.421 0.403 0.232 0.227 0.216 0.226 0.233

=====

The structure with the most favorable energy is model B; the runner-up is 4.3 kcal/mol above it.